# 1
DFT (wB97M-V/def2-TZVPD) results for a 6-piece molecular cluster, C23H38F3O11P overall.

```
76
Properties=species:S:1:pos:R:3:forces:R:3:mulliken_charge:R:1
O -0.6980 4.7934 -0.2377 0.3 -0.2 0.3 -0.6310
C -0.9131 4.0889 -1.4378 0.0 0.5 0.0 0.9122
C -1.8946 4.8014 -2.3474 -0.2 -0.3 0.2 -1.1386
P -3.6433 4.0125 -2.1030 0.2 -0.1 -0.2 0.0320
C 0.4459 3.8487 -2.0731 0.2 0.0 0.5 0.3911
F 1.1830 3.0405 -1.2620 0.0 0.2 -0.4 -0.2434
F 1.1669 4.9705 -2.2549 -0.3 -0.5 -0.2 -0.2995
F 0.3136 3.2085 -3.2577 0.2 0.2 0.2 -0.2798
H -1.3323 5.5077 -0.1527 -0.2 0.2 0.0 0.3068
H -1.2728 3.0900 -1.1660 -0.1 -0.2 -0.1 -0.2874
H -1.6352 4.6862 -3.3952 0.0 0.0 -0.2 0.4941
H -1.9007 5.8644 -2.1187 0.0 0.2 0.1 0.5777
H -4.2891 5.2406 -2.4248 0.0 0.0 0.0 0.0280
H -3.3077 3.6361 -0.7709 0.0 0.1 0.0 0.0527
H -3.3473 3.1101 -3.1643 -0.1 0.0 0.1 0.0298
H -4.9395 3.3652 -1.9262 -0.1 0.1 0.0 0.0669
O -2.1213 0.9541 0.2132 -0.3 -0.1 0.0 -0.6224
C -1.2859 0.0988 0.2891 0.3 0.4 0.0 0.4224
C 0.1694 0.2140 -0.1155 0.0 -0.6 -0.1 -0.2151
C 0.6094 -1.2481 -0.1675 0.1 0.2 0.0 -0.3790
C -0.3070 -1.8944 0.8577 0.1 -0.2 0.0 -0.5970
O -1.5333 -1.1275 0.7982 0.0 0.0 0.0 -0.2615
H 0.7005 0.7788 0.6519 0.0 0.1 0.0 0.2940
H 0.2592 0.7192 -1.0709 0.0 0.2 0.1 0.1360
H 1.6649 -1.4007 0.0457 0.0 -0.1 0.1 0.3992
H 0.4027 -1.6615 -1.1549 0.0 0.0 0.0 0.0772
H 0.0906 -1.8264 1.8731 0.0 0.1 0.0 0.2645
H -0.5209 -2.9348 0.6301 -0.1 0.0 0.0 0.4454
O 0.6392 -4.3513 -1.2353 0.0 0.0 0.3 -0.5981
C 1.6936 -4.1030 -1.7470 -0.3 0.1 -0.4 0.6074
C 1.9942 -4.0710 -3.2322 0.6 -0.2 0.1 -0.5079
C 3.5234 -4.0993 -3.2619 -0.2 0.0 -0.1 -0.3587
C 3.8742 -3.4202 -1.9479 -0.2 0.1 -0.1 -0.1786
O 2.7941 -3.7666 -1.0465 0.1 0.0 0.0 -0.4001
H 1.5919 -3.1447 -3.6465 -0.1 0.0 0.0 0.2323
H 1.5456 -4.9254 -3.7301 -0.2 0.1 0.0 0.3302
H 3.9646 -3.6082 -4.1248 0.0 0.1 0.0 0.3997
H 3.8757 -5.1302 -3.2484 0.1 0.0 0.0 0.2235
H 3.9074 -2.3318 -2.0390 -0.1 0.0 0.0 0.1861
H 4.8037 -3.7639 -1.5287 0.1 -0.1 0.2 0.0805
O -4.2009 -3.1739 6.3231 0.0 -0.1 0.1 -0.5694
C -4.0800 -2.7475 5.2140 0.1 0.2 0.1 0.4350
C -4.3038 -1.3219 4.7409 -0.2 -0.1 -0.4 -0.3869
C -4.3923 -1.4825 3.2243 0.0 0.1 0.1 -0.4625
C -3.5204 -2.7068 2.9914 0.0 0.1 -0.1 -0.1052
O -3.6735 -3.5142 4.1750 -0.1 0.0 -0.1 -0.3975
H -3.4446 -0.7205 5.0413 0.0 0.0 0.1 0.2506
H -5.2104 -0.9142 5.1781 0.1 0.0 0.2 0.3037
H -4.0633 -0.6133 2.6583 0.1 0.0 0.0 0.2642
H -5.4220 -1.7015 2.9380 0.0 0.0 0.0 0.2734
H -2.4672 -2.4465 2.8830 0.0 0.0 0.0 0.0213
H -3.8301 -3.2855 2.1251 0.0 -0.1 0.1 0.3404
O 6.5532 -4.4526 -2.7598 0.1 0.1 0.0 -0.5902
C 7.3540 -4.7985 -1.9393 0.1 -0.2 -0.2 0.5737
C 7.5216 -6.1795 -1.3362 0.1 0.2 0.4 -0.4128
C 8.3871 -5.9010 -0.1081 -0.1 -0.1 -0.1 -0.4802
C 9.1697 -4.6718 -0.5511 0.1 -0.1 0.1 -0.4598
O 8.2828 -3.9603 -1.4351 0.0 0.0 0.1 -0.3451
H 8.0290 -6.8137 -2.0644 -0.1 0.0 0.0 0.2784
H 6.5551 -6.6073 -1.0854 0.0 -0.1 -0.2 0.2641
H 9.0247 -6.7310 0.1877 0.0 0.0 0.0 0.3161
H 7.7501 -5.6476 0.7400 0.0 0.0 0.0 0.2674
H 10.0726 -4.9306 -1.1074 0.0 0.0 0.0 0.2745
H 9.4408 -4.0188 0.2740 0.0 0.1 -0.1 0.3185
O -3.0646 7.5728 0.0172 0.3 -0.2 -0.1 -0.5634
C -3.7322 7.0005 0.8277 -0.4 0.1 -0.2 0.5604
C -5.0638 7.4448 1.4001 0.1 -0.2 0.5 -0.5119
C -5.2176 6.5400 2.6205 0.0 0.1 -0.1 -0.4895
C -4.4396 5.3034 2.1922 -0.1 -0.1 0.2 -0.4620
O -3.3893 5.7949 1.3364 0.0 0.1 0.0 -0.2464
H -5.8380 7.2625 0.6533 0.0 0.1 -0.1 0.2557
H -5.0361 8.4995 1.6561 0.0 0.1 -0.2 0.3199
H -6.2489 6.3235 2.8903 0.0 -0.1 0.0 0.3219
H -4.7340 7.0008 3.4826 0.0 0.0 0.0 0.2742
H -5.0496 4.6027 1.6184 0.0 0.0 0.0 0.2646
H -3.9899 4.7749 3.0283 0.1 0.0 -0.1 0.3132
```
Positions in Å, forces in eV/Å.

Values from the calculation:
Total charge   0
SMILES   O[C@@H](C[PH4])C(F)(F)F.O=C1CCCO1.O=C1CCCO1.O=C1CCCO1.O=C1CCCO1.O=C1CCCO1
Kohn-Sham gap   0.3209 Ha
LUMO energy   0.47 eV
HOMO level   -8.27 eV



# 2
DFT (wB97M-V/def2-TZVPD) results for C4H7LiO2Rh as an isolated structure in a non-equilibrium geometry.

```
15
Properties=species:S:1:pos:R:3:forces:R:3:nbo_charge:R:1
H 2.7317 3.3809 1.1201 0.1 -0.6 0.2 -0.2882
C 4.0543 0.1881 -0.1983 0.2 -1.6 -0.2 0.3480
C 4.9626 -0.5068 0.8130 0.1 0.0 0.0 -0.5141
C 4.1167 -1.6549 1.2248 0.0 -0.5 0.2 -0.0965
C 2.6676 -1.3976 0.9909 0.2 -1.5 1.0 -0.1575
O 2.6304 -0.1200 0.3703 1.8 -0.6 -1.6 -0.5382
O 4.0583 1.5287 -0.2350 0.7 -0.3 -0.6 -0.6719
Li 4.5838 3.1753 0.3323 0.7 0.9 -0.1 0.9690
Rh 2.3329 1.7756 0.6652 -3.3 3.4 1.0 1.3542
H 4.1197 -0.2663 -1.2024 -0.2 0.2 0.2 0.2702
H 5.9200 -0.8086 0.3655 -0.3 0.1 0.1 0.3017
H 5.1767 0.1926 1.6427 0.0 -0.1 -0.1 0.2396
H 4.4902 -2.5969 1.6215 -0.1 0.3 -0.1 0.2643
H 2.0768 -1.3616 1.9211 0.0 0.0 -0.3 0.2510
H 2.2148 -2.1361 0.3045 -0.1 0.3 0.2 0.2683
```
Positions in Å, forces in eV/Å.

Values from the calculation:
<S²>   8.764
Total charge   +2
Energy above the lowest of the compared OMol25 structures with the same formula, charge and spin   0.491 eV
2S+1   6
Kohn-Sham gap (spin up / spin down)   0.2987 / 0.2719 Ha
LUMO energy (spin up / spin down)   -8.09 / -13.09 eV
HOMO level (spin up / spin down)   -16.22 / -20.49 eV



# 3
DFT (wB97M-V/def2-TZVPD) results for a 2-piece molecular cluster, C3H9O overall in a non-equilibrium geometry.

```
13
Properties=species:S:1:pos:R:3:forces:R:3:nbo_charge:R:1
O 2.8698 -0.6443 -0.1226 0.2 -0.1 0.6 -1.3681
H 3.3169 -0.8822 0.7129 -0.2 0.1 -0.5 0.3865
C -1.4063 -0.5345 0.5618 -1.5 0.9 2.0 -0.6022
C -0.1061 0.2749 0.4303 -0.7 0.2 1.0 -0.4245
C 0.0862 0.6930 -1.0231 -2.1 1.8 0.4 -0.5803
H -2.2944 0.1223 0.7278 0.5 0.0 -0.1 0.1705
H -1.5938 -1.3081 1.3488 1.1 0.6 -0.2 0.1910
H -1.6684 -1.0289 -0.3173 -0.1 -1.0 -1.8 0.1882
H 0.7407 -0.3243 0.7166 0.6 -0.2 -0.1 0.2856
H -0.1455 1.1481 1.1587 0.1 -0.8 -1.0 0.1683
H -0.3114 -0.0731 -1.6656 0.3 -0.5 -0.4 0.1847
H -0.5728 1.6002 -1.2758 0.7 -0.9 0.4 0.1494
H 1.0852 0.9570 -1.2524 1.1 -0.1 -0.2 0.2510
```
Positions in Å, forces in eV/Å.

Values from the calculation:
Total charge   -1
Energy above the lowest of the compared OMol25 structures with the same formula, charge and spin   0.468 eV
Kohn-Sham gap   0.2346 Ha
LUMO energy   4.18 eV
HOMO level   -2.20 eV



# 4
DFT (wB97M-V/def2-TZVPD) results for one molecule with the formula C21H27N3O7.

```
58
Properties=species:S:1:pos:R:3:forces:R:3:nbo_charge:R:1
C -4.1001 2.3756 2.1272 0.4 0.0 -0.2 -0.6336
C -3.0322 2.0436 1.0948 -0.4 -0.4 0.2 -0.0785
O -1.9160 2.9291 1.1976 0.0 0.3 -0.2 -0.5021
C -0.9753 2.6429 2.0929 0.2 0.3 0.1 0.8215
O -1.0004 1.6878 2.8274 -0.1 -0.1 0.2 -0.6347
C 0.1090 3.7025 2.0816 0.1 -0.2 0.0 -0.5171
C 1.4622 3.1334 2.5001 -0.1 0.0 -0.2 -0.3940
C 2.0915 2.3114 1.3575 0.1 0.2 0.1 -0.1567
N 1.2373 1.2326 0.9446 0.2 -0.1 0.1 -0.6126
C 0.4929 1.2919 -0.1876 0.2 -0.1 0.1 0.6741
O 0.5449 2.2509 -0.9393 0.0 0.2 -0.2 -0.6417
C -0.3850 0.1234 -0.4435 -0.3 -0.1 -0.2 -0.2026
C -0.8166 -0.7528 0.5522 0.1 0.0 -0.2 -0.1692
C -1.6644 -1.7935 0.2416 0.0 -0.1 0.0 -0.2582
C -2.1113 -1.9987 -1.0675 0.0 0.2 0.1 0.1792
N -3.0058 -3.0308 -1.3026 -0.2 -0.2 0.4 -0.5955
C -3.2499 -3.5535 -2.6043 0.0 0.0 -0.1 -0.0554
N -2.0727 -4.2057 -3.1854 -0.4 0.2 0.1 -0.4880
C -1.4783 -3.7963 -4.3623 0.2 -0.1 -0.1 0.7131
O -1.8930 -2.9088 -5.0569 0.0 0.2 -0.2 -0.5740
C -0.2585 -4.6641 -4.5854 0.2 0.0 -0.1 -0.5113
C -0.2250 -5.6211 -3.3987 0.2 -0.1 0.0 -0.5110
C -1.4218 -5.2432 -2.5528 0.2 0.0 -0.2 0.7104
O -1.7783 -5.7307 -1.5126 -0.1 -0.1 0.2 -0.5808
C -1.6860 -1.1164 -2.0623 -0.1 -0.2 0.0 -0.2583
C -0.8443 -0.0717 -1.7438 0.2 0.1 0.2 -0.1354
C 3.4237 1.7454 1.8292 -0.3 -0.2 -0.2 0.8072
O 3.6174 0.5818 2.0679 0.0 -0.1 0.1 -0.6027
O 4.3330 2.7030 1.9739 0.0 0.4 -0.1 -0.5085
C 5.6206 2.2965 2.4528 0.4 -0.2 0.2 -0.0718
C 6.5171 3.5182 2.5076 -0.4 -0.2 -0.1 -0.6229
H -3.7076 2.2215 3.1294 0.0 0.0 0.1 0.2199
H -4.9595 1.7275 1.9820 -0.1 -0.1 0.0 0.2155
H -4.4138 3.4116 2.0253 -0.1 0.1 0.0 0.2094
H -3.4055 2.1794 0.0782 0.1 0.0 0.1 0.1945
H -2.6839 1.0139 1.2235 -0.1 0.2 -0.1 0.2021
H -0.1989 4.4780 2.7872 -0.1 0.0 0.0 0.2411
H 0.1504 4.1393 1.0841 0.0 0.1 0.0 0.2477
H 2.1463 3.9399 2.7640 0.0 0.0 0.0 0.2233
H 1.3182 2.4874 3.3696 0.1 0.0 0.0 0.2250
H 2.2488 2.9598 0.4874 0.0 -0.1 0.2 0.2561
H 1.2503 0.4065 1.5212 0.0 0.0 -0.1 0.4202
H -0.5248 -0.6117 1.5823 0.0 0.0 0.1 0.2269
H -1.9975 -2.4660 1.0193 0.0 -0.1 0.1 0.2111
H -3.0086 -3.7346 -0.5760 0.0 0.1 -0.2 0.4007
H -4.0528 -4.2940 -2.5343 0.1 0.2 0.0 0.2173
H -3.5376 -2.7620 -3.3022 0.0 -0.2 0.1 0.2318
H 0.6222 -4.0236 -4.6416 -0.1 0.0 0.0 0.2489
H -0.3533 -5.1732 -5.5447 0.0 0.1 0.0 0.2451
H -0.3118 -6.6681 -3.6904 0.0 0.0 0.1 0.2448
H 0.6788 -5.5242 -2.7966 -0.1 0.0 0.0 0.2480
H -2.0052 -1.2370 -3.0851 -0.1 0.0 -0.1 0.2200
H -0.5200 0.6185 -2.5078 0.0 0.1 -0.1 0.2369
H 5.4991 1.8428 3.4426 0.0 0.0 -0.2 0.1882
H 6.0218 1.5343 1.7761 -0.1 0.1 0.1 0.1908
H 7.5010 3.2320 2.8673 0.1 0.0 0.0 0.2181
H 6.6132 3.9562 1.5179 0.1 0.1 -0.1 0.2149
H 6.0959 4.2628 3.1775 0.0 0.1 0.1 0.2129
```
Positions in Å, forces in eV/Å.

Values from the calculation:
Total charge   0
Energy above the lowest of the compared OMol25 structures with the same formula, charge and spin   0.000 eV
SMILES   CCOC(=O)CC[C@H](NC(=O)c1ccc(NCN2C(=O)CCC2=O)cc1)C(=O)OCC
Kohn-Sham gap   0.3276 Ha
LUMO energy   0.68 eV
HOMO level   -8.24 eV



# 5
DFT (wB97M-V/def2-TZVPD) results for a 4-piece molecular cluster, C3H15NO3 overall in a non-equilibrium geometry.

```
22
Properties=species:S:1:pos:R:3:forces:R:3:nbo_charge:R:1
C -0.6787 2.0135 1.9942 0.8 -0.4 0.1 -0.6276
C -1.1566 0.5726 1.9495 0.3 -0.8 0.7 -0.2078
N -0.7637 -0.1241 0.7199 -0.3 0.1 0.1 -0.6651
C -0.7326 -1.5825 0.8790 -0.4 -0.4 -0.9 -0.4298
H -1.3046 2.6967 1.4290 -0.2 0.2 0.4 0.2175
H 0.3365 2.1233 1.5826 -0.2 -0.3 -0.2 0.2056
H -0.5040 2.2449 3.0476 -0.6 0.6 -0.1 0.2236
H -2.2302 0.4637 2.1326 -0.1 0.3 -0.5 0.1899
H -0.7529 0.0077 2.8200 0.2 0.4 -0.3 0.1624
H 0.1659 0.2030 0.4978 0.2 -0.1 0.0 0.3622
H -1.1941 -2.0598 0.0006 0.4 0.1 0.0 0.1945
H 0.2818 -1.9665 1.0006 -0.1 -0.1 0.1 0.2071
H -1.3638 -1.9353 1.6868 0.1 0.3 0.5 0.1988
O 1.5572 0.7537 -2.0465 0.1 0.3 0.2 -0.9716
H 1.4965 0.3680 -2.9280 -0.2 0.0 0.1 0.4806
H 0.6772 1.1317 -1.8889 0.2 -0.3 -0.3 0.4937
O 2.6404 -1.5530 -0.6549 -0.7 0.7 -0.4 -0.9419
H 1.7940 -1.0839 -0.7714 0.0 -0.5 0.4 0.4703
H 3.0936 -0.9823 -1.2860 0.8 -0.2 0.1 0.4689
O -1.0974 0.0481 -2.1603 -0.7 -0.3 0.9 -1.0032
H -1.9422 -0.3503 -2.4283 0.4 0.3 0.0 0.4746
H -1.1428 0.0332 -1.1602 0.0 0.1 -0.7 0.4971
```
Positions in Å, forces in eV/Å.

Values from the calculation:
Total charge   0
Energy above the lowest of the compared OMol25 structures with the same formula, charge and spin   1.035 eV
SMILES   CCNC.O.O.O
Kohn-Sham gap   0.3763 Ha
LUMO energy   0.72 eV
HOMO level   -9.52 eV



# 6
DFT (wB97M-V/def2-TZVPD) results for C40H36INPPtS as an isolated structure in a non-equilibrium geometry.

```
81
Properties=species:S:1:pos:R:3:forces:R:3:mulliken_charge:R:1
Pt 0.2655 -0.1653 -0.2856 0.3 1.1 2.2 0.6703
I 0.9337 1.4573 1.9585 -0.1 0.2 -1.1 0.1125
C 2.6430 2.6681 1.4960 -0.2 -0.3 0.4 -0.0816
C 3.3702 2.9632 2.6253 -0.5 -0.3 -0.2 -0.6052
C 4.4482 3.8494 2.5823 0.1 0.2 -0.3 -0.8880
C 4.7876 4.4116 1.3863 0.0 -0.1 0.3 -0.7923
C 4.0964 4.0811 0.2018 -0.2 -0.2 0.1 0.7657
C 4.5310 4.6703 -1.0029 -0.1 0.0 -0.4 -0.8196
C 3.9100 4.3921 -2.1847 0.3 0.2 0.3 -1.3374
C 2.8254 3.5157 -2.1914 -0.3 -0.2 0.3 -0.2869
C 2.3450 2.9182 -1.0416 -0.1 -0.3 -0.3 1.2376
P 0.8858 1.8441 -1.3828 0.5 -1.1 -0.8 -0.0179
C 1.0315 1.4414 -3.1562 0.0 -0.2 0.2 -0.2123
C 0.3376 2.1056 -4.1645 0.0 0.0 0.3 0.3246
C 0.4906 1.7076 -5.4798 0.0 0.0 -0.2 -0.8521
C 1.3412 0.6620 -5.8000 0.0 0.0 0.0 -0.4906
C 2.0338 -0.0017 -4.7985 0.0 0.0 0.0 -0.8117
C 1.8709 0.3773 -3.4804 0.0 0.0 0.2 -0.3350
C -0.5020 3.0079 -1.3323 -0.2 -0.4 0.4 1.2946
C -1.7336 2.5045 -1.7562 0.1 0.0 0.0 -1.4200
C -2.8635 3.2951 -1.7037 -0.1 0.0 -0.1 -0.5418
C -2.7670 4.6016 -1.2451 0.0 0.1 0.0 -0.7763
C -1.5483 5.1041 -0.8215 -0.1 0.1 0.0 -0.6612
C -0.4149 4.3084 -0.8497 0.2 -0.2 -0.1 -0.7575
C 2.9753 3.1814 0.2157 0.2 0.2 -0.1 0.5097
H 3.0952 2.5173 3.5699 0.0 0.0 0.1 0.4106
H 4.9752 4.0868 3.4931 0.1 0.0 0.0 0.4090
H 5.5996 5.1209 1.3165 0.1 0.0 0.0 0.3946
H 5.3727 5.3464 -0.9649 0.1 0.0 0.0 0.4119
H 4.2373 4.8337 -3.1118 0.1 0.1 -0.1 0.4681
H 2.3467 3.3041 -3.1365 0.1 0.0 0.0 0.4947
H -0.3160 2.9322 -3.9253 0.0 0.1 0.0 0.4490
H -0.0548 2.2197 -6.2581 0.0 0.0 -0.1 0.4449
H 1.4645 0.3652 -6.8301 0.0 0.0 -0.1 0.4244
H 2.6952 -0.8175 -5.0464 0.1 -0.1 0.0 0.4660
H 2.3881 -0.1484 -2.6853 0.0 -0.1 0.0 0.3998
H -1.7775 1.4944 -2.1485 -0.1 0.0 0.0 1.0223
H -3.8197 2.9036 -2.0204 0.0 0.0 -0.1 0.5112
H -3.6431 5.2322 -1.2271 -0.1 0.0 0.0 0.4096
H -1.4777 6.1210 -0.4665 0.0 0.1 0.0 0.4521
H 0.5338 4.7048 -0.5141 0.0 0.0 0.0 0.4158
C 0.1889 -5.5678 -0.6996 0.0 0.0 -0.1 -1.5770
C 1.0355 -4.5843 -1.5181 0.0 -0.3 0.2 2.2224
C 2.5199 -4.7987 -1.2024 0.0 0.0 0.0 -1.6515
C 0.7818 -4.7967 -3.0153 0.0 0.1 0.1 -1.4567
C 0.6758 -3.2172 -1.1570 -0.1 0.3 0.0 2.0452
C 0.4409 -2.0740 -0.8135 0.1 1.4 -1.2 -2.7181
H 0.4383 -6.5863 -0.9892 0.0 -0.1 0.0 0.4029
H -0.8733 -5.4042 -0.8674 -0.1 0.0 0.0 0.3206
H 0.3895 -5.4490 0.3621 0.0 0.0 0.1 0.3925
H 2.8170 -5.8075 -1.4783 0.1 -0.1 0.0 0.4170
H 2.7049 -4.6565 -0.1405 0.0 0.0 0.1 0.3825
H 3.1340 -4.0889 -1.7517 0.1 0.0 -0.1 0.3493
H 1.0698 -5.8088 -3.2920 0.0 -0.1 0.0 0.4028
H 1.3652 -4.0941 -3.6061 0.1 0.0 -0.1 0.3512
H -0.2694 -4.6545 -3.2550 -0.1 0.0 0.0 0.3017
N -1.9349 0.1681 0.4963 0.4 -0.3 0.6 -0.1587
S -2.9628 -0.8865 1.1196 -0.9 0.5 -1.1 -0.1083
C -4.5176 0.0576 1.1632 0.3 -0.4 0.3 0.4006
C -5.0943 0.3463 2.3875 0.1 -0.1 0.0 -0.4212
C -6.2471 1.1148 2.4251 -0.1 0.1 0.0 -0.5577
C -6.8076 1.5859 1.2504 0.0 0.0 0.1 -0.4796
C -6.2235 1.2852 0.0303 0.1 0.0 -0.1 -0.7668
C -5.0725 0.5192 -0.0194 0.0 0.0 -0.1 -0.1888
C -3.4739 -2.0179 -0.2190 0.3 0.1 0.3 0.6590
C -2.8499 -1.9364 -1.4493 0.2 0.2 0.1 0.1165
C -3.1834 -2.8479 -2.4365 -0.1 0.0 0.0 -0.8607
C -4.1324 -3.8233 -2.1823 0.0 0.0 -0.1 -0.6011
C -4.7612 -3.8862 -0.9474 0.0 0.0 0.1 -0.6447
C -4.4329 -2.9789 0.0457 0.0 -0.1 0.0 -0.4615
H -2.3959 0.8031 -0.1494 0.0 -0.2 0.0 -0.1234
H -4.6503 -0.0252 3.2978 0.1 0.0 0.1 0.4161
H -6.7087 1.3463 3.3709 0.0 0.0 0.1 0.4118
H -7.7022 2.1877 1.2833 -0.1 0.0 0.0 0.4098
H -6.6704 1.6420 -0.8856 0.0 0.0 -0.1 0.4239
H -4.6226 0.2689 -0.9697 0.0 -0.1 -0.1 0.4951
H -2.0855 -1.1874 -1.6253 0.0 -0.1 0.0 0.3166
H -2.6906 -2.7980 -3.3957 0.0 0.0 -0.1 0.4728
H -4.3775 -4.5446 -2.9464 -0.1 -0.1 -0.1 0.4036
H -5.4972 -4.6503 -0.7548 -0.1 -0.1 0.0 0.4231
H -4.9119 -3.0156 1.0122 -0.1 -0.1 0.1 0.4272
```
Positions in Å, forces in eV/Å.

Values from the calculation:
Total charge   +1
Energy above the lowest of the compared OMol25 structures with the same formula, charge and spin   3.040 eV
Kohn-Sham gap (spin up / spin down)   0.2069 / 0.2082 Ha
LUMO energy (spin up / spin down)   -4.42 / -4.47 eV
HOMO level (spin up / spin down)   -10.05 / -10.14 eV